Entry from the Open Molecules 2025 dataset: the molecule C7H10O at a distorted geometry (wB97M-V/def2-TZVPD).

Properties
relative energy (zero: lowest compared OMol25 entry of this formula, charge and spin) = 476.3 kJ/mol
orbital gap = 9.74 eV
largest force on an atom = 0.099 Eh/bohr
structure (SMILES) = C[C@H]1C[C@@H]2C=CO[C@@H]12

Cartesian coordinates (Å):
C  -1.561  -1.411  -0.162
C  -0.066  -1.317  -0.088
C  0.695  -0.518  -1.315
C  0.408  0.653  -0.432
C  0.625  2.127  0.083
C  0.400  2.026  1.330
O  0.195  0.778  1.783
C  0.634  -0.081  0.801
H  -1.856  -1.909  0.735
H  -2.061  -0.567  -0.286
H  -2.086  -2.085  -1.003
H  0.314  -2.365  0.285
H  1.874  -0.622  -1.354
H  0.417  -0.595  -2.439
H  -0.738  0.678  -0.416
H  0.859  2.899  -0.552
H  0.220  2.803  2.061
H  1.728  -0.493  0.969

Listed below, in e, are the Löwdin charges computed for each atom: -0.10 -0.22 -0.08 -0.32 0.01 -0.18 0.00 -0.28 0.07 0.01 0.14 0.15 0.13 0.12 0.15 0.08 0.13 0.19


Entry from the Open Molecules 2025 dataset: a cluster of 2 separate species, C7H10O in total at a distorted geometry (wB97M-V/def2-TZVPD).

Properties
relative energy (zero: lowest compared OMol25 entry of this formula, charge and spin) = 201.8 kJ/mol
orbital gap = 10.19 eV
largest force on an atom = 0.083 Eh/bohr
structure (SMILES) = c1ccccc1.CO

Cartesian coordinates (Å):
C  0.236  0.783  0.276
C  1.467  1.481  0.073
C  2.531  0.609  -0.198
C  2.457  -0.727  -0.253
C  1.326  -1.368  -0.012
C  0.189  -0.600  0.286
H  -0.669  1.289  0.325
H  1.464  2.545  0.106
H  3.589  0.932  -0.212
H  3.360  -1.315  -0.310
H  1.216  -2.464  -0.047
H  -0.748  -1.177  0.628
C  -2.674  -0.348  0.140
O  -3.841  0.250  -0.305
H  -2.854  -0.767  1.090
H  -2.263  -1.201  -0.531
H  -1.936  0.411  0.534
H  -3.630  0.771  -1.016

Listed below, in e, are the Löwdin charges computed for each atom: -0.09 -0.03 -0.12 -0.16 -0.10 -0.10 0.05 0.09 0.11 0.11 0.12 0.10 -0.22 -0.06 0.07 0.12 0.05 0.03


Entry from the Open Molecules 2025 dataset: the molecule C7H10O at a distorted geometry (wB97M-V/def2-TZVPD).

Properties
relative energy (zero: lowest compared OMol25 entry of this formula, charge and spin) = 224.2 kJ/mol
orbital gap = 9.80 eV
largest force on an atom = 0.113 Eh/bohr
structure (SMILES) = C=C1C(=O)CC1(C)C

Cartesian coordinates (Å):
C  -1.678  -0.885  1.325
C  -0.914  -0.615  0.264
C  -1.000  -0.998  -1.226
O  -1.847  -1.548  -1.867
C  0.402  -0.451  -1.482
C  0.330  0.207  -0.061
C  1.597  -0.047  0.820
C  0.014  1.711  -0.020
H  -1.547  -0.735  2.465
H  -2.485  -1.598  1.182
H  0.996  -1.341  -1.705
H  0.516  0.216  -2.335
H  2.467  0.631  0.577
H  1.749  -1.059  0.489
H  1.324  0.131  1.870
H  0.978  2.190  -0.012
H  -0.552  2.105  0.684
H  -0.349  2.086  -0.969

Listed below, in e, are the Löwdin charges computed for each atom: 0.10 -0.17 -0.35 0.12 -0.03 -0.47 -0.03 -0.02 0.10 0.06 0.13 0.12 0.10 0.07 0.08 0.07 0.03 0.09